Model w:
The following is a DFT calculation (ωB97M-V/def2-TZVPD) of the molecule C9H9N.

Properties
Net charge: 0
Highest occupied orbital energy: -8.349 eV

Element x y z (Å)
C1 -1.172 -0.401 -1.022
C2 -1.859 -0.923 0.120
C3 -0.778 1.060 -1.086
C4 -0.828 1.887 0.112
C5 0.691 0.609 1.266
C6 1.085 -0.116 0.197
C7 0.301 -0.038 -1.033
C8 -2.515 -1.321 1.043
C9 2.325 -0.955 0.239
N1 -0.200 1.638 1.192
H1 -0.978 1.573 -2.021
H2 -1.395 2.810 0.079
H3 1.179 0.517 2.226
H4 -1.541 -0.808 -1.959
H5 0.835 -0.266 -1.950
H6 -3.071 -1.758 1.816
H7 2.159 -1.845 0.846
H8 3.140 -0.393 0.692
H9 2.624 -1.268 -0.758

Model x:
The following is a DFT calculation (ωB97M-V/def2-TZVPD) of the molecule C9H9N.

Properties
Net charge: 0
Highest occupied orbital energy (alpha / beta): -7.425 / -8.233 eV

Element x y z (Å)
C1 0.539 0.351 2.528
C2 0.993 -0.586 1.723
C3 -1.384 1.791 -0.183
C4 -1.473 1.407 -1.550
C5 1.027 -1.042 0.339
C6 0.841 1.088 1.315
C7 -0.916 0.410 -0.590
C8 0.574 0.321 -0.092
C9 0.231 -2.325 0.084
N1 -1.178 2.402 0.835
H1 -2.353 1.104 -2.030
H2 -0.672 1.904 -2.058
H3 2.045 -1.085 -0.102
H4 1.746 1.827 1.253
H5 -1.484 -0.497 -0.453
H6 1.221 0.734 -0.850
H7 -0.462 -2.642 0.781
H8 0.876 -3.243 -0.082
H9 -0.169 -1.919 -0.868

Which structure is the least stable? The one labeled model x.

Model w:
The following is a DFT calculation (ωB97M-V/def2-TZVPD) of the molecule C8H13NO3.

Properties
Net charge: 0
Highest occupied orbital energy: -9.967 eV

Element x y z (Å)
C1 3.555 -0.353 0.263
C2 2.434 0.105 0.105
C3 0.974 1.297 -1.381
C4 -2.031 -1.862 0.111
C5 -2.020 0.485 -0.579
C6 -1.309 -0.492 0.335
C7 0.137 -0.700 0.034
C8 1.110 0.596 -0.026
N1 0.912 1.485 1.161
O1 1.025 2.666 -1.260
O2 0.871 0.817 -2.470
O3 0.405 -1.635 1.086
H1 4.397 -0.870 0.612
H2 -1.431 -2.427 -0.534
H3 -3.004 -1.711 -0.520
H4 -2.101 -2.475 1.047
H5 -1.639 0.359 -1.658
H6 -1.756 1.428 -0.341
H7 -3.084 0.512 -0.538
H8 -1.331 -0.141 1.305
H9 0.151 -1.097 -0.937
H10 1.286 2.755 -0.310
H11 1.140 1.128 2.061
H12 0.001 1.962 1.213
H13 1.308 -1.834 1.221

Model x:
The following is a DFT calculation (ωB97M-V/def2-TZVPD) of the molecule C8H13NO3.

Properties
Net charge: 0
Highest occupied orbital energy: -7.747 eV

Element x y z (Å)
C1 -1.387 0.561 0.461
C2 -0.686 -0.779 -1.391
C3 -2.298 -0.483 0.677
C4 -1.599 -1.805 1.573
C5 1.047 2.062 -0.768
C6 1.179 0.146 1.000
C7 1.986 -0.201 -1.372
C8 0.983 0.598 -0.510
N1 -0.451 0.199 -0.666
O1 -0.885 -1.458 -2.320
O2 -1.256 1.594 1.050
O3 -0.700 -2.298 0.763
H1 -3.206 -0.205 1.329
H2 -2.517 -0.836 -0.286
H3 -1.265 -1.207 2.532
H4 -2.411 -2.594 1.784
H5 1.374 2.290 -1.820
H6 0.117 2.652 -0.825
H7 1.757 2.618 -0.136
H8 0.929 -0.841 1.237
H9 0.641 0.871 1.502
H10 2.246 0.305 1.158
H11 1.509 -0.115 -2.381
H12 2.903 0.214 -1.411
H13 1.991 -1.288 -1.179

Which structure is the least stable? The one labeled model x.

Model w:
The following is a DFT calculation (ωB97M-V/def2-TZVPD) of a cluster of 3 separate species, C6H12O3 in total.

Properties
Net charge: 0
Highest occupied orbital energy: -7.221 eV

Element x y z (Å)
C1 -0.108 -0.253 -0.359
C2 -0.244 -1.996 0.812
C3 -0.171 0.240 0.952
C4 -1.322 -0.164 -1.233
C5 1.210 -0.331 -1.061
C6 -0.137 2.353 0.277
O1 0.902 3.087 0.797
O2 0.983 -2.382 1.325
O3 -0.918 2.955 -0.443
H1 0.798 4.011 0.483
H2 1.045 -2.126 2.254
H3 -1.072 -2.051 1.520
H4 -0.470 -2.590 -0.070
H5 0.730 0.276 1.553
H6 -1.133 0.335 1.440
H7 -1.285 0.813 -1.731
H8 1.473 -1.324 -1.435
H9 -2.249 -0.203 -0.658
H10 -1.320 -0.941 -2.000
H11 2.063 -0.004 -0.466
H12 1.225 0.296 -1.957

Model x:
The following is a DFT calculation (ωB97M-V/def2-TZVPD) of the molecule C6H12O3.

Properties
Net charge: 0
Highest occupied orbital energy: -9.201 eV

Element x y z (Å)
C1 -0.337 -0.619 -0.030
C2 0.303 0.720 -0.165
C3 2.035 0.444 -0.147
C4 -0.079 -1.614 -1.140
C5 -1.925 -0.024 -0.211
C6 -2.822 0.015 0.754
O1 -0.117 -1.195 1.200
O2 0.055 1.512 0.953
O3 2.539 1.735 0.208
H1 -0.166 -0.481 1.856
H2 0.854 2.068 1.064
H3 3.479 1.680 0.406
H4 0.128 1.219 -1.121
H5 2.307 -0.293 0.617
H6 2.374 0.143 -1.142
H7 -2.173 0.226 -1.235
H8 -0.126 -1.127 -2.111
H9 -0.830 -2.399 -1.091
H10 0.905 -2.057 -1.008
H11 -3.862 0.241 0.566
H12 -2.545 -0.194 1.778

Model y:
The following is a DFT calculation (ωB97M-V/def2-TZVPD) of a structure of composition C6H12O3.

Properties
Net charge: 0
Highest occupied orbital energy: -8.642 eV

Element x y z (Å)
C1 -1.182 -0.631 -0.516
C2 -2.686 -0.449 -0.302
C3 -0.435 0.079 0.604
C4 0.116 1.353 0.467
O1 -0.816 -2.004 -0.377
O2 -0.874 -0.148 -1.783
H1 0.108 -0.047 -1.865
H2 -1.088 -2.449 -1.189
H3 -0.520 -0.392 1.576
H4 -3.206 -0.961 -1.113
H5 -2.949 0.607 -0.334
H6 -2.994 -0.885 0.647
H7 0.335 1.930 1.355
H8 -0.111 1.919 -0.424
C5 2.744 0.531 0.906
C6 1.607 0.253 -0.071
O3 1.746 0.275 -1.316
H9 1.130 -0.750 0.337
H10 3.167 1.511 0.690
H11 2.398 0.489 1.939
H12 3.511 -0.232 0.768

Which structure is the least stable? The one labeled model w.

Model w:
The following is a DFT calculation (ωB97M-V/def2-TZVPD) of the molecule C3H6N2O3.

Properties
Net charge: 0
Highest occupied orbital energy: -9.580 eV

Element x y z (Å)
C1 0.267 -1.240 -0.714
N1 -0.706 0.474 0.529
C2 1.258 -0.075 0.078
C3 -0.956 -0.409 -0.619
N2 -1.284 1.766 0.544
O1 1.784 -0.542 1.240
O2 1.778 0.819 -0.536
O3 -1.701 -0.053 -1.492
H1 2.160 -1.432 1.204
H2 -0.512 0.156 1.471
H3 -0.663 2.380 0.015
H4 -2.167 1.691 0.043
H5 0.516 -1.462 -1.749
H6 0.226 -2.074 -0.015

Model x:
The following is a DFT calculation (ωB97M-V/def2-TZVPD) of a structure of composition C3H6N2O3.

Properties
Net charge: 0
Highest occupied orbital energy: -9.779 eV

Element x y z (Å)
C1 -0.413 -0.185 -1.140
C2 -0.522 -1.517 -0.511
C3 -0.160 0.284 0.324
N1 -0.737 1.424 0.939
N2 1.506 0.505 0.501
O1 1.773 1.674 0.723
O2 2.231 -0.423 0.345
O3 -0.358 -0.946 0.785
H1 0.387 0.082 -1.875
H2 -1.288 0.221 -1.602
H3 -1.489 -1.926 -0.600
H4 0.187 -2.246 -0.702
H5 -1.232 1.073 1.776
H6 0.117 1.980 1.038

Model y:
The following is a DFT calculation (ωB97M-V/def2-TZVPD) of the molecule C3H6N2O3.

Properties
Net charge: 0
Highest occupied orbital energy: -10.147 eV

Element x y z (Å)
C1 2.454 0.236 0.425
C2 -0.783 -0.699 -0.123
C3 -2.780 0.660 -0.068
H1 1.619 1.627 -0.505
H2 3.389 -0.383 0.855
H3 1.898 -1.496 -0.244
H4 -0.697 -0.801 0.980
H5 -1.205 -1.631 -0.541
H6 -3.312 1.454 -0.607
N1 2.392 1.456 0.139
N2 1.510 -0.683 0.182
O1 0.454 -0.319 -0.661
O2 -1.703 0.438 -0.731
O3 -3.235 0.140 0.900

Model z:
The following is a DFT calculation (ωB97M-V/def2-TZVPD) of the molecule C3H6N2O3.

Properties
Net charge: 0
Highest occupied orbital energy (alpha / beta): -8.504 / -7.249 eV

Element x y z (Å)
C1 -0.999 0.452 0.279
C2 0.156 1.107 -0.411
C3 -1.126 -0.944 -0.324
N1 1.423 0.507 0.053
N2 1.695 -0.672 -0.299
O1 2.179 1.272 0.722
O2 2.663 -1.400 -0.115
O3 -1.360 -1.937 0.447
H1 -0.840 0.391 1.370
H2 -1.825 1.023 0.007
H3 0.017 0.811 -1.373
H4 0.237 2.114 -0.319
H5 -1.061 -1.065 -1.413
H6 -1.159 -1.657 1.379

Which structure is the least stable? The one labeled model z.

Model w:
The following is a DFT calculation (ωB97M-V/def2-TZVPD) of the molecule C3H6N2O3.

Properties
Net charge: 0
Highest occupied orbital energy: -9.958 eV

Element x y z (Å)
C1 -1.210 0.282 -0.157
N1 -1.824 0.963 0.860
C2 1.867 0.885 0.203
N2 0.832 0.295 -0.180
O1 -1.517 0.351 -1.321
H1 -1.756 0.556 1.779
H2 -2.732 1.333 0.625
H3 2.757 0.340 0.524
H4 1.932 1.962 0.097
C3 0.565 -1.164 -0.115
O2 0.616 -1.705 -1.381
O3 -0.703 -1.103 0.433
H5 -0.101 -1.298 -1.899
H6 1.275 -1.697 0.532

Model x:
The following is a DFT calculation (ωB97M-V/def2-TZVPD) of the molecule C3H6N2O3.

Properties
Net charge: 0
Highest occupied orbital energy: -9.480 eV

Element x y z (Å)
C1 1.402 -0.081 -0.184
C2 -0.093 -1.450 0.956
N1 -0.959 1.604 -0.312
C3 -0.232 1.154 -1.364
O1 1.002 -1.402 0.180
O2 -0.579 -2.704 0.957
N2 0.811 0.419 -1.420
O3 -0.644 -0.545 1.553
H1 -1.423 -2.626 1.441
H2 -0.735 1.339 0.643
H3 -1.676 2.306 -0.434
H4 2.485 -0.134 -0.350
H5 1.301 0.619 0.656
H6 -0.660 1.501 -2.321

Which structure is the least stable? The one labeled model w.

Model w:
The following is a DFT calculation (ωB97M-V/def2-TZVPD) of the molecule C8H10Cl2Si.

Properties
Net charge: 0
Highest occupied orbital energy: -8.925 eV

Element x y z (Å)
C1 2.575 2.033 -0.323
C2 1.350 2.117 0.194
C3 3.319 0.855 -0.942
C4 -0.573 0.427 -0.175
C5 0.378 1.098 0.023
C6 3.154 -0.458 -0.651
C7 -3.561 0.214 0.112
C8 -1.556 -2.152 1.211
Si1 -1.875 -0.845 -0.178
Cl1 2.157 -0.983 0.708
Cl2 3.789 -1.736 -1.536
H1 3.212 2.966 -0.292
H2 1.062 3.117 0.464
H3 3.807 1.094 -1.875
H4 -3.317 0.600 1.054
H5 -3.495 1.013 -0.658
H6 -4.372 -0.459 -0.120
H7 -1.299 -1.727 2.235
H8 -2.410 -2.821 1.250
H9 -0.617 -2.684 0.971
H10 -1.729 -1.669 -1.473

Model x:
The following is a DFT calculation (ωB97M-V/def2-TZVPD) of a structure of composition C8H10Cl2Si.

Properties
Net charge: 0
Highest occupied orbital energy: -8.708 eV

Element x y z (Å)
C1 0.537 1.305 0.043
C2 1.559 0.425 0.164
C3 -0.840 0.948 -0.084
C4 1.425 -0.996 0.158
C5 -1.263 -0.328 -0.098
C6 0.214 -1.550 0.019
C7 -1.827 2.079 -0.178
C8 2.671 -1.828 0.289
Si1 -2.884 -1.245 -0.182
Cl1 -0.199 -3.180 -0.073
Cl2 -4.452 -0.037 0.278
H1 0.763 2.362 0.047
H2 2.566 0.807 0.262
H3 -1.357 2.961 -0.608
H4 -2.686 1.806 -0.783
H5 -2.185 2.335 0.819
H6 3.277 -1.471 1.119
H7 2.420 -2.872 0.455
H8 3.264 -1.753 -0.622
H9 -2.922 -2.302 0.825
H10 -3.112 -1.741 -1.540

Model y:
The following is a DFT calculation (ωB97M-V/def2-TZVPD) of the molecule C8H10Cl2Si.

Properties
Net charge: 0
Highest occupied orbital energy: -9.791 eV

Element x y z (Å)
Cl1 2.405 -1.657 1.429
Cl2 -0.880 -1.928 2.048
C1 -0.190 3.318 0.144
C2 -0.731 2.620 1.212
C3 0.658 2.685 -0.753
C4 -0.412 1.275 1.344
C5 0.902 1.327 -0.652
C6 0.367 0.633 0.420
C7 -0.815 -3.125 -0.792
C8 0.295 -2.095 -0.942
Si1 0.536 -1.186 0.666
H1 -0.381 4.400 0.019
H2 -1.410 3.083 1.908
H3 1.021 3.265 -1.602
H4 -0.844 0.670 2.129
H5 1.527 0.770 -1.355
H6 -1.736 -2.701 -0.402
H7 -0.539 -3.956 -0.132
H8 -1.102 -3.562 -1.758
H9 0.042 -1.333 -1.695
H10 1.287 -2.503 -1.236

Which structure is the least stable? The one labeled model w.

Model w:
The following is a DFT calculation (ωB97M-V/def2-TZVPD) of a cluster of 2 separate species, C3H10N2O in total.

Properties
Net charge: 0
Highest occupied orbital energy: -8.259 eV

Element x y z (Å)
C1 1.940 -0.623 0.472
C2 1.947 -1.002 -0.804
N1 1.340 0.584 0.904
H1 2.377 -1.097 1.345
H2 2.115 -2.039 -1.063
H3 1.776 -0.283 -1.589
H4 -1.961 1.489 1.099
H5 1.449 1.420 0.350
H6 1.547 0.758 1.872
N2 -1.997 -0.704 0.027
C3 -1.905 0.617 -0.585
O1 -1.361 1.528 0.345
H7 -1.181 -0.793 0.622
H8 -1.894 -1.439 -0.658
H9 -2.914 0.948 -0.862
H10 -1.278 0.638 -1.478

Model x:
The following is a DFT calculation (ωB97M-V/def2-TZVPD) of the molecule C3H10N2O.

Properties
Net charge: 0
Highest occupied orbital energy: -9.381 eV

Element x y z (Å)
C1 -0.174 -0.115 -0.802
C2 -1.599 -0.550 -1.138
O1 -2.528 0.473 -0.852
N1 -0.163 0.479 0.548
C3 0.950 0.135 1.415
N2 2.284 0.302 0.843
H1 0.491 -0.973 -0.899
H2 0.130 0.621 -1.549
H3 -1.842 -1.483 -0.615
H4 -1.685 -0.809 -2.198
H5 -2.333 0.725 0.064
H6 -0.122 1.475 0.402
H7 0.868 0.775 2.298
H8 0.844 -0.885 1.773
H9 2.725 -0.614 0.868
H10 2.153 0.443 -0.157

Model y:
The following is a DFT calculation (ωB97M-V/def2-TZVPD) of a cluster of 2 separate species, C3H10N2O in total.

Properties
Net charge: 0
Highest occupied orbital energy (alpha / beta): -7.821 / -7.819 eV

Element x y z (Å)
C1 -1.627 0.870 -0.085
N1 -0.543 0.056 -0.626
N2 -0.228 -1.935 -0.775
H1 -0.592 0.046 -1.640
H2 -1.221 -2.092 -0.588
H3 0.242 -2.287 0.062
H4 -1.599 1.892 -0.469
H5 -1.568 0.881 1.002
H6 -2.587 0.439 -0.385
C2 1.378 0.266 1.143
C3 1.116 0.378 -0.363
O1 1.517 1.417 -0.961
H7 1.395 -0.641 -0.818
H8 1.130 1.208 1.631
H9 0.759 -0.525 1.572
H10 2.428 0.027 1.300

Which structure is the least stable? The one labeled model y.

Model w:
The following is a DFT calculation (ωB97M-V/def2-TZVPD) of a cluster of 2 separate species, C3H10N2O in total.

Properties
Net charge: 0
Highest occupied orbital energy: -6.253 eV

Element x y z (Å)
C1 -0.255 0.511 -0.629
C2 0.567 -0.070 1.900
C3 -0.741 0.199 -2.054
N1 -1.210 0.881 0.314
N2 0.373 -0.782 0.017
O1 1.213 -1.119 2.477
H1 2.076 -1.251 2.064
H2 -1.576 1.811 0.112
H3 0.611 1.201 -0.713
H4 1.120 -1.238 -0.502
H5 -0.387 -1.442 0.171
H6 1.161 0.803 1.653
H7 -0.374 0.108 2.390
H8 -1.601 -0.473 -2.016
H9 -1.033 1.131 -2.539
H10 0.055 -0.269 -2.645

Model x:
The following is a DFT calculation (ωB97M-V/def2-TZVPD) of a cluster of 2 separate species, C3H10N2O in total.

Properties
Net charge: 0
Highest occupied orbital energy: -8.758 eV

Element x y z (Å)
C1 -1.133 1.245 -0.750
N1 -0.077 0.429 -0.165
C2 1.101 0.301 -1.014
N2 0.858 -0.399 -2.260
H1 -1.847 1.502 0.029
H2 -0.756 2.195 -1.171
H3 -1.661 0.695 -1.528
H4 0.195 0.802 0.734
H5 1.845 -0.259 -0.451
H6 1.548 1.277 -1.258
H7 0.340 -1.247 -2.050
H8 0.244 0.148 -2.850
O1 0.239 -0.579 2.953
C3 -0.159 -1.682 3.184
H9 -0.755 -2.247 2.442
H10 0.019 -2.182 4.156

Model y:
The following is a DFT calculation (ωB97M-V/def2-TZVPD) of a cluster of 2 separate species, C3H10N2O in total.

Properties
Net charge: 0
Highest occupied orbital energy: -8.655 eV

Element x y z (Å)
C1 -1.684 -1.348 0.227
C2 -0.888 -0.787 1.429
N1 0.415 -0.350 1.008
C3 1.577 -0.716 1.636
N2 2.701 -0.297 1.222
H1 -1.640 -0.583 -0.552
H2 -1.267 -2.271 -0.142
H3 -2.710 -1.619 0.471
H4 -0.790 -1.618 2.131
H5 -1.448 0.058 1.824
H6 0.621 0.080 0.121
H7 1.408 -1.235 2.581
H8 3.475 -0.614 1.794
H9 -1.562 3.811 -4.586
H10 -2.062 2.458 -4.110
O1 -1.243 2.938 -4.321

Which structure is the least stable? The one labeled model w.